Record 1
Entry from the Open Molecules 2025 dataset: a 4-piece molecular cluster, C31H43FNO2PS2 overall in a non-equilibrium geometry (ωB97M-V/def2-TZVPD).

```
81
C31H43FNO2PS2, DFT ωB97M-V/def2-TZVPD
C 2.43002 -2.21095 -2.67724
C 3.47880 -1.37720 -1.90672
C 3.38031 0.13694 -2.18236
C 2.57977 0.86295 -1.07153
C 3.14858 0.73197 0.40428
C 4.68801 0.58169 0.49229
C 5.20640 -0.77706 0.98228
C 5.00896 -0.98554 2.49637
F 4.37428 -2.20350 2.70770
C 2.28603 -0.25805 1.21055
O 2.08649 0.19532 2.52910
C 0.90785 -0.31891 3.10640
C 1.13674 -1.76149 3.63614
N 2.91606 2.09238 0.99710
C 3.20500 2.94973 -0.13168
O 4.01202 3.81656 -0.18852
C 2.35365 2.39673 -1.29731
S 0.58158 2.82013 -1.27803
P 2.92686 3.14846 -2.89675
S 1.90555 2.57604 -4.45392
H 2.91052 -3.05248 -3.17244
H 1.68467 -2.62646 -1.99745
H 1.88706 -1.62551 -3.41857
H 3.38106 -1.59379 -0.84482
H 4.47331 -1.70336 -2.21323
H 2.79213 0.25397 -3.09103
H 4.35520 0.61005 -2.30776
H 1.58015 0.44771 -1.20726
H 5.14657 0.78266 -0.47731
H 5.03665 1.34894 1.17965
H 4.81959 -1.62927 0.43104
H 6.28621 -0.78083 0.80473
H 4.36577 -0.20139 2.89627
H 5.95118 -1.01075 3.03680
H 1.30864 -0.36515 0.72597
H 2.73097 -1.26078 1.20357
H 0.65602 0.30242 3.96594
H 0.04931 -0.27583 2.42926
H 2.20432 -1.96762 3.65076
H 0.78430 -1.84661 4.66502
H 0.58015 -2.48467 3.04187
H 1.93979 2.27137 1.21141
H 0.21503 2.36403 -0.05430
H 4.31399 2.91223 -2.95224
H 2.76082 4.53500 -2.70517
C -3.74775 1.85321 -1.85158
C -4.92471 1.26737 -2.29905
C -4.93353 0.54828 -3.48661
C -3.76639 0.41706 -4.22792
C -2.59120 1.00806 -3.78366
C -2.58164 1.72498 -2.59512
H -3.73999 2.41082 -0.92308
H -5.83524 1.37133 -1.72250
H -5.84973 0.08859 -3.83542
H -3.77422 -0.14530 -5.15322
H -1.68097 0.91222 -4.36266
H -1.65979 2.18011 -2.25313
C -0.84528 3.61276 6.81849
C -1.87183 2.82354 7.31967
C -1.66723 1.46615 7.52652
C -0.43608 0.89699 7.22966
C 0.58838 1.68534 6.72282
C 0.38463 3.04323 6.51771
H -1.00379 4.67199 6.66212
H -2.83213 3.26693 7.54952
H -2.46695 0.85171 7.91961
H -0.27516 -0.16113 7.39317
H 1.54726 1.24087 6.48647
H 1.18402 3.65719 6.12321
C -5.67751 -4.12447 -5.50887
C -5.22565 -3.33622 -4.45919
C -6.05070 -3.09089 -3.37006
C -7.32921 -3.63080 -3.33169
C -7.78335 -4.41386 -4.38445
C -6.95740 -4.66169 -5.47235
H -5.03242 -4.32013 -6.35583
H -4.22985 -2.91202 -4.48871
H -5.69628 -2.47700 -2.55160
H -7.97193 -3.44060 -2.48168
H -8.78171 -4.83135 -4.35707
H -7.31105 -5.27335 -6.29237
```

- HOMO energy (hartree) = -0.3254
- gap between HOMO and LUMO (eV) = 9.12
- LUMO energy (eV) = 0.27
- net charge = 0
- SMILES = CCC[C@H]1[C@](CCCF)(COCC)NC(=O)[C@@]1(S)[PH2]=S.c1ccccc1.c1ccccc1.c1ccccc1

=====

Record 2
Entry from the Open Molecules 2025 dataset: C52H51BCsFN14O5 as an isolated structure in a non-equilibrium geometry (ωB97M-V/def2-TZVPD).

```
125
C52H51BCsFN14O5, DFT ωB97M-V/def2-TZVPD
Cs 1.99501 1.84903 0.16060
C 5.56411 -1.33625 1.14041
C 5.38905 -1.81630 2.44955
N 5.24750 -0.82537 3.31732
N 5.32148 0.31026 2.58895
C 5.51584 0.03335 1.28318
B 5.26893 1.69205 3.27960
N 3.93251 1.87761 4.02301
C 2.94129 0.98855 4.25436
C 1.90273 1.65903 4.86010
C 2.36349 2.98467 4.95181
N 3.58035 3.11144 4.44960
N 5.39544 2.78637 2.20167
C 6.34046 3.72917 2.02594
C 5.97046 4.50368 0.94691
C 4.75696 3.93663 0.51777
N 4.41897 2.91047 1.28159
N 6.45055 1.81856 4.26375
C 6.45868 2.36322 5.49661
C 7.75549 2.33351 5.96243
C 8.47789 1.74195 4.91029
N 7.68968 1.43676 3.89081
H 5.70396 -1.89031 0.22748
H 5.36181 -2.83807 2.80077
H 5.60401 0.82244 0.55545
H 3.07160 -0.04662 3.99820
H 0.95995 1.25072 5.18285
H 1.85687 3.85192 5.34877
H 7.20013 3.76970 2.67447
H 6.49752 5.34685 0.53354
H 4.12098 4.22532 -0.30797
H 5.54673 2.73822 5.93053
H 8.11681 2.68075 6.91590
H 9.53336 1.52004 4.85159
C 1.78811 -1.95229 1.87233
C 0.43645 -2.47959 1.53362
C 0.29173 -3.66350 0.83304
C -0.96517 -4.18225 0.55934
C -2.11843 -3.50835 0.96888
C -2.04702 -2.31659 1.65283
C -3.29957 -1.57421 2.00377
C -0.74403 -1.77793 1.97377
N -0.55988 -0.63283 2.60557
C -1.36179 0.00747 3.50846
O -1.81148 -0.57310 4.48623
C -1.57242 1.48608 3.30829
C -2.34890 2.15538 4.24029
C -2.58103 3.50710 4.03744
C -2.03557 4.11519 2.92562
C -1.24627 3.36762 2.05212
N -1.02364 2.06451 2.24069
C -0.52269 4.06077 0.89972
O 0.72073 4.00470 0.98837
N -1.20658 4.69718 -0.02460
C -2.50978 4.36832 -0.32946
C -2.86326 3.08831 -0.81730
C -1.82932 1.99805 -0.89135
C -4.16037 2.85402 -1.26143
C -5.13160 3.84333 -1.23614
C -4.78263 5.10594 -0.76774
C -3.49761 5.38082 -0.32768
C -3.11011 6.75983 0.12218
H 2.54270 -2.28665 1.15987
H 1.78456 -0.86821 1.92889
H 2.09274 -2.30530 2.86215
H 1.18104 -4.18463 0.49878
H -1.05459 -5.11414 0.01228
H -3.09441 -3.91637 0.72586
H -4.16335 -2.06149 1.54925
H -3.44016 -1.52312 3.08233
H -3.25985 -0.54304 1.63858
H -2.74624 1.61418 5.08702
H -3.18123 4.07406 4.73883
H -2.19116 5.16587 2.71803
H -0.83740 2.42337 -1.06355
H -1.75335 1.43650 0.04326
H -2.05453 1.29868 -1.70060
H -4.40538 1.86456 -1.64162
H -6.13915 3.64259 -1.58195
H -5.52311 5.90026 -0.74640
H -2.43722 7.22590 -0.60265
H -3.98980 7.39463 0.24712
H -2.55181 6.73005 1.05884
F -4.09283 -2.10227 -1.20005
C -2.98923 -2.13649 -1.99516
C -1.85748 -1.48057 -1.59888
C -0.70598 -1.56485 -2.36824
C 0.49266 -0.82953 -1.89805
O 0.48960 -0.35323 -0.77477
C 1.58193 -0.75922 -2.85462
C 1.52551 -1.54925 -3.94145
N 0.46368 -2.36864 -4.28952
C 0.54607 -3.17884 -5.46773
C 1.78729 -3.98644 -5.67589
C 0.50332 -4.67475 -5.31071
C -0.69829 -2.31457 -3.55109
C -1.87731 -2.95035 -3.95765
C -3.02526 -2.86035 -3.18414
N -4.21070 -3.49781 -3.66792
C -5.52209 -3.00611 -3.28450
C -6.54002 -3.62689 -4.26459
N -5.76774 -4.07606 -5.47238
C -4.91501 -5.27129 -5.13257
C -4.21039 -4.94120 -3.80265
C 2.76509 0.21577 -2.71161
O 3.87443 -0.22105 -3.04779
O 2.41345 1.34698 -2.31138
H -1.82318 -0.90696 -0.68141
H 2.36793 -1.56919 -4.62086
H 0.07597 -2.75924 -6.35305
H 2.54804 -3.91849 -4.91118
H 2.15805 -4.07910 -6.68622
H 0.41693 -5.04718 -4.29865
H -0.00770 -5.25302 -6.06972
H -1.91315 -3.48669 -4.89746
H -5.52723 -1.92037 -3.36047
H -5.81818 -3.27095 -2.26626
H -7.30578 -2.92419 -4.58251
H -7.01891 -4.51817 -3.86374
H -5.11002 -3.32141 -5.69304
H -6.36556 -4.25260 -6.27539
H -4.21548 -5.39750 -5.95685
H -5.57143 -6.13715 -5.07292
H -3.19048 -5.31427 -3.82148
H -4.72730 -5.42756 -2.96444
```

- HOMO energy (hartree) = -0.1564
- gap between HOMO and LUMO (eV) = 3.53
- LUMO energy (eV) = -0.72
- ⟨S²⟩ = 0.796
- net charge = -1
- multiplicity = 2

=====

Record 3
Entry from the Open Molecules 2025 dataset: a 7-piece molecular cluster, C21H60O25P6 overall in a non-equilibrium geometry (ωB97M-V/def2-TZVPD).

```
112
C21H60O25P6, DFT ωB97M-V/def2-TZVPD
C 47.80014 15.82196 33.01605
O 46.81205 15.44435 32.08243
P 46.49983 16.38232 30.82031
O 47.04142 15.68629 29.60957
O 44.87917 16.39043 30.61787
C 44.12637 15.23142 30.15731
O 47.06781 17.95448 30.91245
C 46.65688 18.83881 29.85595
H 48.65410 15.07926 33.12591
H 47.42148 15.81789 33.91110
H 48.37967 16.82965 33.06964
H 44.18812 14.49411 31.02699
H 44.52483 14.79881 29.28053
H 42.91765 15.26967 29.88102
H 47.08928 18.28757 28.94159
H 47.04531 19.89897 29.88278
H 45.69019 18.93297 29.84908
C 52.14539 18.08404 35.53203
O 50.80924 17.58079 35.46274
P 49.58156 17.85968 36.36901
O 50.13137 17.73572 37.78708
O 49.18771 19.42295 36.13352
C 49.44399 20.45398 37.11336
O 48.48872 16.88000 36.18572
C 47.24290 16.87131 36.78171
H 52.41585 17.62023 36.47250
H 52.12238 19.15643 35.77215
H 52.79889 17.92553 34.66942
H 49.17507 21.44259 36.56962
H 50.29860 20.22316 37.59953
H 48.79869 20.31907 38.02052
H 46.68578 17.78439 36.80204
H 47.21220 16.78240 37.79517
H 46.66368 16.11132 36.46327
C 55.86795 14.77463 37.58635
O 56.07417 16.01161 38.11931
P 57.10449 16.18658 39.38978
O 56.47888 15.30980 40.49966
O 58.57747 15.60663 39.07213
C 59.05940 14.37631 39.56186
O 57.08352 17.65644 39.99691
C 58.30726 18.16831 40.49274
H 55.06671 14.92010 36.79652
H 55.81766 14.05659 38.46269
H 56.76275 14.40164 37.25713
H 59.92704 13.96370 39.00343
H 58.54726 13.58555 39.21354
H 59.07160 14.08165 40.63615
H 58.54873 19.23481 40.80846
H 59.03281 18.00192 39.70205
H 58.78205 17.81947 41.45210
C 57.06398 13.50878 43.36044
O 55.81992 13.53957 42.72182
P 55.50457 12.56879 41.46136
O 56.71395 12.12736 40.69702
O 54.80322 11.30977 42.19532
C 54.30093 10.15556 41.48554
O 54.40453 13.07952 40.48577
C 53.37560 13.93443 40.92177
H 57.34241 13.98385 44.21478
H 57.98172 13.68307 42.67424
H 57.23507 12.44684 43.53282
H 53.92762 9.33965 42.09554
H 55.12287 9.81598 40.73508
H 53.07598 10.46569 41.19161
H 53.79390 15.01505 40.84691
H 53.34083 13.91779 41.93709
H 52.46529 13.74054 40.49748
C 49.96289 19.71268 41.28724
O 49.97829 18.30612 41.00549
P 51.39127 17.46390 40.63647
O 52.12819 17.30592 41.94757
O 51.06491 15.96656 40.04417
C 49.86069 15.34375 40.07435
O 52.45367 18.26051 39.68796
C 53.74068 17.75039 39.31660
H 49.59177 19.82465 42.41773
H 49.39513 20.17764 40.53476
H 51.07340 20.16722 41.36567
H 49.21870 15.94974 39.59281
H 49.55184 15.10526 40.98286
H 49.79783 14.25427 39.69058
H 54.34747 18.32513 38.80914
H 53.68698 16.78029 39.07353
H 54.16222 17.56824 40.29203
C 47.96251 8.23434 39.60331
O 48.65039 8.89840 40.59287
P 49.89533 9.87313 40.27165
O 51.12575 9.36082 40.99278
O 50.30994 9.84614 38.74108
C 50.60484 11.04085 38.00850
O 49.74266 11.50347 40.69126
C 50.29489 11.97284 41.90230
H 47.76411 8.89209 38.66895
H 47.06457 7.90010 39.97035
H 48.49580 7.35135 39.19065
H 51.17425 10.71739 37.14312
H 51.22184 11.65652 38.79424
H 49.81486 11.60308 37.83338
H 50.00033 12.96063 42.04701
H 51.37758 11.86893 42.10757
H 49.76458 11.65653 42.78516
C 52.23050 14.47482 37.31123
C 52.32734 13.77621 35.93575
C 51.69832 14.52219 34.74385
O 52.89808 12.68429 35.87632
H 51.33030 14.75806 37.56971
H 52.65401 15.61449 37.29925
H 52.80481 13.86078 38.10054
H 51.99402 14.12708 33.80007
H 52.07798 15.65203 34.63614
H 50.85902 14.34630 34.77915
```

- HOMO energy (hartree) = -0.3360
- gap between HOMO and LUMO (eV) = 9.19
- LUMO energy (eV) = 0.05
- net charge = 0
- SMILES = COP(=O)(OC)OC.COP(=O)(OC)OC.COP(=O)(OC)OC.COP(=O)(OC)OC.COP(=O)(OC)OC.COP(=O)(OC)OC.CC(C)=O

=====

The highest LUMO energy belongs to which entry?
C31H43FNO2PS2